(i)
Here is an isolated molecule of C4H6N2O from the OMol25 dataset. Energies are from ωB97M-V/def2-TZVPD.

## Properties
Lowest unoccupied orbital energy   0.876 eV
Molecular weight   98.1 g mol⁻¹
Gap between HOMO and LUMO   8.0 eV
E_HOMO   -7.15 eV

```
! RIJCOSX wB97M-V def2-TZVPD def2/J DEFGRID3
* xyz 0 1
H -2.1384 -0.6043 -0.6714
C 0.3589 1.1675 0.5383
H 1.0826 -2.2664 -1.2047
H 1.8576 -0.3198 0.5955
C -0.9637 1.1068 0.2132
C -1.2014 -0.2214 -0.2881
H -0.4544 -2.7346 -0.8909
H -1.6839 1.9089 0.3058
C -0.0212 -0.9063 -0.2145
H 0.7230 2.9970 0.8280
O 1.1615 2.1582 1.0134
N 0.9379 -0.0500 0.2863
N 0.3414 -2.2357 -0.5108
*
```

Atomic partial charges in e from the Löwdin method, atoms 1 to 6:
1 H 0.09
2 C -0.40
3 H 0.08
4 H 0.16
5 C -0.05
6 C -0.06



(ii)
Here is an isolated molecule of C4H6N2O from the OMol25 dataset. Energies are from ωB97M-V/def2-TZVPD.

## Properties
Lowest unoccupied orbital energy   0.869 eV
Molecular weight   98.1 g mol⁻¹
Gap between HOMO and LUMO   9.6 eV
E_HOMO   -8.69 eV

```
! RIJCOSX wB97M-V def2-TZVPD def2/J DEFGRID3
* xyz 0 1
C -0.8038 1.3477 0.7180
H 0.0088 -1.1099 -2.3177
H -0.5332 -1.6996 -0.0057
O 2.0799 -0.5396 0.6739
N 0.4579 1.0231 1.2421
H -1.3408 2.2019 1.1302
C -0.1815 -0.6862 -0.2387
H 1.0420 1.6464 1.7823
N 0.3396 -1.4151 -1.4247
H -2.1585 0.4390 -0.6796
C -1.1907 0.4445 -0.1991
C 0.9450 -0.1144 0.6224
H 1.3352 -1.5379 -1.3034
*
```

Atomic partial charges in e from the Löwdin method, atoms 1 to 6:
1 C -0.10
2 H 0.06
3 H 0.15
4 O 0.07
5 N 0.09
6 H 0.12



(iii)
Here is a cluster of 2 separate species, C4H6N2O in total from the OMol25 dataset. Energies are from ωB97M-V/def2-TZVPD.

## Properties
Lowest unoccupied orbital energy   1.010 eV
Molecular weight   98.1 g mol⁻¹
Gap between HOMO and LUMO   10.5 eV
E_HOMO   -9.49 eV

```
! RIJCOSX wB97M-V def2-TZVPD def2/J DEFGRID3
* xyz 0 1
C 0.0194 -0.2410 -0.7507
N 1.8217 0.7405 -0.2978
C 0.9324 -1.2508 -0.3842
H -3.5890 0.6236 0.2651
H 3.0690 -0.9084 0.2187
C -2.6737 0.6096 0.8923
H 2.4466 1.5221 -0.1858
O -2.4101 -0.3226 1.6082
H -1.0137 -0.3517 -1.0534
N 0.5620 0.9672 -0.6942
H -2.0181 1.4971 0.8087
H 0.7604 -2.3153 -0.3263
C 2.0931 -0.5704 -0.1005
*
```

Atomic partial charges in e from the Löwdin method, atoms 1 to 6:
1 C -0.20
2 N -0.05
3 C -0.08
4 H 0.08
5 H 0.11
6 C -0.17



(iv)
Here is an isolated molecule of C4H6N2O from the OMol25 dataset. Energies are from ωB97M-V/def2-TZVPD.

## Properties
Lowest unoccupied orbital energy   0.456 eV
Molecular weight   98.1 g mol⁻¹
Gap between HOMO and LUMO   8.7 eV
E_HOMO   -8.28 eV

```
! RIJCOSX wB97M-V def2-TZVPD def2/J DEFGRID3
* xyz 0 1
C -1.4715 0.9160 -0.1457
H 2.7985 0.6987 -0.2350
O 0.1842 -2.3605 0.4274
H 1.5426 0.8014 0.9322
H 1.0000 -2.6790 0.0078
C 0.0476 -1.0566 0.0650
H -1.9687 -1.0866 0.5682
H -1.0794 2.6589 -0.7568
N -0.6071 1.7963 -0.4882
C -1.1520 -0.4562 0.2265
N 1.9263 0.3238 0.1181
C 1.2913 -0.5843 -0.5637
H -2.5493 1.1353 -0.1290
*
```

Atomic partial charges in e from the Löwdin method, atoms 1 to 6:
1 C -0.26
2 H 0.10
3 O 0.04
4 H 0.12
5 H 0.10
6 C -0.39



Name the least stable of them. (iv).



(i)
Here is an isolated molecule of C4H4N2 from the OMol25 dataset. Energies are from ωB97M-V/def2-TZVPD.

## Properties
Lowest unoccupied orbital energy   0.706 eV
Molecular weight   80.1 g mol⁻¹
Gap between HOMO and LUMO   11.3 eV
E_HOMO   -10.61 eV

```
! RIJCOSX wB97M-V def2-TZVPD def2/J DEFGRID3
* xyz 0 1
C -0.7681 0.6592 0.6130
C 0.3616 0.3436 -0.2831
N -0.0514 -0.3894 -1.4743
H -0.1924 -1.3591 -1.2012
C -1.6150 0.8593 1.4429
H 0.7173 -0.3869 -2.1388
N 1.7876 -1.4715 0.9662
C 1.2874 -0.5427 0.4884
H -2.3539 1.0058 2.2014
H 0.8270 1.2817 -0.6143
*
```

Atomic partial charges in e from the Löwdin method, atoms 1 to 6:
1 C -0.10
2 C -0.41
3 N 0.04
4 H 0.09
5 C 0.14
6 H 0.08



(ii)
Here is a cluster of 3 separate species, C4H4N2 in total from the OMol25 dataset. Energies are from ωB97M-V/def2-TZVPD.

## Properties
Lowest unoccupied orbital energy   1.292 eV
Molecular weight   80.1 g mol⁻¹
Gap between HOMO and LUMO   11.6 eV
E_HOMO   -10.31 eV

```
! RIJCOSX wB97M-V def2-TZVPD def2/J DEFGRID3
* xyz 0 1
H -2.5530 -0.9194 0.3943
C -1.5632 1.0739 -0.0161
H 2.6032 -0.8157 -0.3523
N 0.5830 -2.3581 -0.0692
H 1.0338 2.0873 0.0981
N -0.4785 -2.3708 0.2192
C 1.5075 1.1468 -0.0516
H -1.1300 2.0271 -0.2101
C 2.0873 0.1094 -0.2155
C -2.0901 0.0194 0.2032
*
```

Atomic partial charges in e from the Löwdin method, atoms 1 to 6:
1 H 0.00
2 C -0.02
3 H 0.00
4 N 0.05
5 H 0.01
6 N 0.05



Name the least stable of them. (ii).



(i)
Here is an isolated molecule of C4H4N2 from the OMol25 dataset. Energies are from ωB97M-V/def2-TZVPD.

## Properties
Lowest unoccupied orbital energy   0.681 eV
Molecular weight   80.1 g mol⁻¹
Gap between HOMO and LUMO   11.0 eV
E_HOMO   -10.33 eV

```
! RIJCOSX wB97M-V def2-TZVPD def2/J DEFGRID3
* xyz 0 1
H -0.7576 -0.8685 -1.3128
N -1.2298 2.5735 -0.4171
C -0.9379 1.5084 -0.0752
H -0.7188 -1.7832 0.0203
H 3.0666 -0.6019 -0.1574
C -0.5051 0.1767 0.4094
N -1.1058 -0.9181 -0.3573
C 2.0961 -0.2506 0.1022
H -0.8700 0.0974 1.4411
C 0.9624 0.0663 0.3468
*
```

Atomic partial charges in e from the Löwdin method, atoms 1 to 6:
1 H 0.09
2 N 0.16
3 C -0.17
4 H 0.09
5 H 0.03
6 C -0.41



(ii)
Here is an isolated molecule of C4H4N2 from the OMol25 dataset. Energies are from ωB97M-V/def2-TZVPD.

## Properties
Lowest unoccupied orbital energy (alpha / beta)   -0.669 / -0.666 eV
Molecular weight   80.1 g mol⁻¹
Gap between HOMO and LUMO (alpha / beta)   7.6 / 7.6 eV
E_HOMO (alpha / beta)   -8.22 / -8.23 eV

```
! RIJCOSX wB97M-V def2-TZVPD def2/J DEFGRID3
* xyz 0 1
H 0.7688 1.0267 0.4141
H -0.0451 -1.7904 -0.4666
H -0.3994 -1.0105 1.1936
C -2.4413 1.0604 0.1881
C 0.0280 1.1098 -0.2447
C -0.6813 -1.1611 0.1006
C -1.2070 1.3674 0.1144
N -1.9230 -0.9730 -0.1423
H 0.4782 1.3271 -1.2010
N -2.8663 -0.1813 -0.1140
*
```

Atomic partial charges in e from the Löwdin method, atoms 1 to 6:
1 H 0.02
2 H 0.08
3 H 0.13
4 C -0.12
5 C -0.03
6 C 0.00



(iii)
Here is a cluster of 3 separate species, C4H4N2 in total from the OMol25 dataset. Energies are from ωB97M-V/def2-TZVPD.

## Properties
Lowest unoccupied orbital energy   1.286 eV
Molecular weight   80.1 g mol⁻¹
Gap between HOMO and LUMO   11.4 eV
E_HOMO   -10.11 eV

```
! RIJCOSX wB97M-V def2-TZVPD def2/J DEFGRID3
* xyz 0 1
H -0.6727 1.9005 1.8309
C -0.0714 -1.2622 -1.5695
H -0.8384 -1.1860 -2.3016
N -1.9842 1.2103 -0.1333
N -1.9549 0.6293 -1.0684
H 1.6165 -1.6050 -0.1088
C 1.0481 0.5197 1.3253
C 0.1245 1.2420 1.5817
H 1.9284 -0.0614 1.2011
C 0.8041 -1.3871 -0.7574
*
```

Atomic partial charges in e from the Löwdin method, atoms 1 to 6:
1 H 0.01
2 C -0.04
3 H 0.01
4 N 0.05
5 N 0.05
6 H 0.01



Name the least stable of them. (ii).



(i)
Here is an isolated molecule of C4H4N2 from the OMol25 dataset. Energies are from ωB97M-V/def2-TZVPD.

## Properties
Lowest unoccupied orbital energy   -0.080 eV
Molecular weight   80.1 g mol⁻¹
Gap between HOMO and LUMO   9.3 eV
E_HOMO   -9.33 eV

```
! RIJCOSX wB97M-V def2-TZVPD def2/J DEFGRID3
* xyz 0 1
C -1.0543 0.7467 -0.2774
H 1.6848 1.1167 0.7057
N -0.0414 -1.4140 -0.1553
C -1.1162 -0.6255 -0.0544
H -1.8447 1.4438 -0.0024
H -2.0319 -1.0832 0.3014
H 2.0301 -1.3545 0.1292
C 1.1329 0.6025 -0.0731
C 1.1311 -0.7819 -0.1046
N 0.1096 1.3493 -0.4690
*
```

Atomic partial charges in e from the Löwdin method, atoms 1 to 6:
1 C -0.14
2 H 0.12
3 N 0.07
4 C -0.15
5 H 0.11
6 H 0.10



(ii)
Here is an isolated molecule of C4H4N2 from the OMol25 dataset. Energies are from ωB97M-V/def2-TZVPD.

## Properties
Lowest unoccupied orbital energy   -0.655 eV
Molecular weight   80.1 g mol⁻¹
Gap between HOMO and LUMO   9.6 eV
E_HOMO   -10.25 eV

```
! RIJCOSX wB97M-V def2-TZVPD def2/J DEFGRID3
* xyz 0 1
H -0.0225 -1.6543 1.7176
C -0.1244 -1.0484 0.8598
C -0.5758 0.1659 0.9400
N 0.2566 0.0188 -1.1185
N -0.3661 2.0280 -0.7558
C -0.2762 0.8433 -0.2969
H 0.0720 1.9521 -1.7769
C 0.4573 -1.0723 -0.5996
H -0.7558 0.7190 1.8986
H 1.3349 -1.9521 -0.8683
*
```

Atomic partial charges in e from the Löwdin method, atoms 1 to 6:
1 H 0.08
2 C -0.02
3 C -0.06
4 N 0.03
5 N 0.19
6 C -0.56



Name the least stable of them. (ii).



(i)
Here is an isolated molecule of C4H4N2 from the OMol25 dataset. Energies are from ωB97M-V/def2-TZVPD.

## Properties
Lowest unoccupied orbital energy   0.586 eV
Molecular weight   80.1 g mol⁻¹
Gap between HOMO and LUMO   9.5 eV
E_HOMO   -8.89 eV

```
! RIJCOSX wB97M-V def2-TZVPD def2/J DEFGRID3
* xyz 0 1
C 0.7512 0.8459 -0.0348
H 2.5269 -0.5908 -0.2311
H 1.1012 1.8934 0.0452
C -0.7848 0.8159 -0.0104
H -1.1762 1.8427 -0.1472
N -0.5813 -1.7407 0.1397
C 1.4609 -0.3081 -0.1299
H -2.5016 -0.6782 0.2657
N 0.6513 -1.7210 -0.0443
C -1.4476 -0.3591 0.1471
*
```

Atomic partial charges in e from the Löwdin method, atoms 1 to 6:
1 C -0.11
2 H 0.09
3 H 0.10
4 C -0.11
5 H 0.10
6 N -0.03



(ii)
Here is an isolated molecule of C4H4N2 from the OMol25 dataset. Energies are from ωB97M-V/def2-TZVPD.

## Properties
Lowest unoccupied orbital energy   0.023 eV
Molecular weight   80.1 g mol⁻¹
Gap between HOMO and LUMO   9.8 eV
E_HOMO   -9.79 eV

```
! RIJCOSX wB97M-V def2-TZVPD def2/J DEFGRID3
* xyz 0 1
C -0.0417 1.3982 -0.0718
C -1.2789 0.5900 -0.0374
N 1.2144 0.8184 0.0488
N -1.2315 -0.7458 -0.0374
H 0.0585 -2.3411 0.0482
H 2.2197 -0.9747 0.3212
H 0.1889 2.4455 -0.2681
C 0.0321 -1.2629 -0.0734
C 1.2329 -0.6395 -0.1543
H -2.3944 0.7120 0.2243
*
```

Atomic partial charges in e from the Löwdin method, atoms 1 to 6:
1 C -0.10
2 C -0.12
3 N 0.04
4 N 0.04
5 H 0.10
6 H 0.12



(iii)
Here is a structure of composition C4H4N2 from the OMol25 dataset. Energies are from ωB97M-V/def2-TZVPD.

## Properties
Lowest unoccupied orbital energy   0.599 eV
Molecular weight   80.1 g mol⁻¹
Gap between HOMO and LUMO   10.3 eV
E_HOMO   -9.71 eV

```
! RIJCOSX wB97M-V def2-TZVPD def2/J DEFGRID3
* xyz 0 1
C -0.1692 1.3013 -0.2930
H 1.6271 -0.1960 1.0447
N 0.7897 -1.3082 -0.6429
H -0.7304 2.2141 -0.4747
C 1.0397 -0.1182 0.1383
H -1.1997 -1.9911 -0.4886
N 1.0630 1.1114 -0.6214
C -0.4533 -1.2214 -0.3120
H -1.3512 0.1394 1.2315
C -0.6158 0.0686 0.4183
*
```

Atomic partial charges in e from the Löwdin method, atoms 1 to 6:
1 C -0.14
2 H 0.15
3 N 0.12
4 H 0.11
5 C -0.31
6 H 0.11



Name the least stable of them. (iii).



(i)
Here is an isolated molecule of C4H4N2 from the OMol25 dataset. Energies are from ωB97M-V/def2-TZVPD.

## Properties
Lowest unoccupied orbital energy   -1.535 eV
Molecular weight   80.1 g mol⁻¹
Gap between HOMO and LUMO   7.2 eV
E_HOMO   -8.78 eV

```
! RIJCOSX wB97M-V def2-TZVPD def2/J DEFGRID3
* xyz 0 1
C -0.2210 -0.6763 0.9025
H 2.1408 1.3436 -0.4285
H -0.7072 -0.7014 1.9097
C 1.2198 0.7767 -0.2774
N -1.2033 -0.5278 -0.1112
H -1.5724 0.4045 -1.8981
H -0.2036 -1.7311 1.2713
N 0.3388 0.9280 -1.2202
C 1.0749 -0.0565 0.9343
C -0.8668 0.2403 -1.0824
*
```

Atomic partial charges in e from the Löwdin method, atoms 1 to 6:
1 C -0.33
2 H 0.09
3 H 0.16
4 C -0.18
5 N 0.07
6 H 0.11



(ii)
Here is an isolated molecule of C4H4N2 from the OMol25 dataset. Energies are from ωB97M-V/def2-TZVPD.

## Properties
Lowest unoccupied orbital energy   -0.176 eV
Molecular weight   80.1 g mol⁻¹
Gap between HOMO and LUMO   9.7 eV
E_HOMO   -9.88 eV

```
! RIJCOSX wB97M-V def2-TZVPD def2/J DEFGRID3
* xyz 0 1
H -1.7435 1.9438 -0.3763
H 1.0319 -1.9346 0.9493
C -0.2373 0.5084 -0.0812
H 1.8541 -2.2391 -0.6564
N -0.3512 0.7298 2.4494
C -1.0112 1.2495 -0.8986
C -0.3154 0.6924 1.3104
C 1.1879 -1.5715 -0.0433
H -1.0185 1.1980 -2.0103
N 0.6032 -0.5767 -0.6430
*
```

Atomic partial charges in e from the Löwdin method, atoms 1 to 6:
1 H 0.10
2 H 0.06
3 C -0.36
4 H 0.08
5 N 0.17
6 C 0.09



(iii)
Here is an isolated molecule of C4H4N2 from the OMol25 dataset. Energies are from ωB97M-V/def2-TZVPD.

## Properties
Lowest unoccupied orbital energy   0.644 eV
Molecular weight   80.1 g mol⁻¹
Gap between HOMO and LUMO   9.8 eV
E_HOMO   -9.18 eV

```
! RIJCOSX wB97M-V def2-TZVPD def2/J DEFGRID3
* xyz 0 1
H 1.4281 1.1283 -0.4305
N 1.2654 0.5085 0.3613
H 0.1338 -1.2178 1.2536
C 0.2488 -1.6166 -0.7965
H -2.3008 1.8822 -0.3372
C 0.2093 -0.6183 0.3191
N 0.2522 -2.3915 -1.6576
C -0.8247 0.3278 0.1546
H 1.3604 0.9932 1.2433
C -1.7725 1.0043 -0.1101
*
```

Atomic partial charges in e from the Löwdin method, atoms 1 to 6:
1 H 0.09
2 N 0.04
3 H 0.16
4 C -0.15
5 H 0.02
6 C -0.32



(iv)
Here is an isolated molecule of C4H4N2 from the OMol25 dataset. Energies are from ωB97M-V/def2-TZVPD.

## Properties
Lowest unoccupied orbital energy (alpha / beta)   -0.413 / -0.413 eV
Molecular weight   80.1 g mol⁻¹
Gap between HOMO and LUMO (alpha / beta)   7.6 / 7.6 eV
E_HOMO (alpha / beta)   -8.01 / -8.00 eV

```
! RIJCOSX wB97M-V def2-TZVPD def2/J DEFGRID3
* xyz 0 1
H -2.0402 -0.4015 0.7416
N 1.6745 1.5065 0.0345
H 1.5845 -1.3664 -1.3483
H -1.5107 1.8757 1.1707
H -0.6268 -1.8317 -0.4997
N 1.7664 0.4738 -0.4610
C -0.1994 -0.8696 -0.2252
C -1.0446 0.0110 0.5205
C 1.0497 -0.6678 -0.7280
C -0.6468 1.2823 0.8054
*
```

Atomic partial charges in e from the Löwdin method, atoms 1 to 6:
1 H 0.08
2 N 0.24
3 H 0.10
4 H 0.01
5 H 0.11
6 N -0.06



Name the least stable of them. (iv).